This record from OMol25 describes a 6-piece molecular cluster, C33H48FIN6O3S overall. The level of theory is ωB97M-V/def2-TZVPD.

XYZ file:
```
93
C33H48FIN6O3S | OMol25 | ωB97M-V/def2-TZVPD
C 1.74047 3.77865 0.67004
C 0.43564 4.36589 0.16236
I -0.64593 5.22963 1.81595
C -0.44549 3.47269 -0.72311
C -0.76732 2.01054 -0.33549
C 0.12719 0.97525 -1.07720
C 1.37197 0.47664 -0.31991
N 1.15282 -0.76098 0.43823
O -0.59451 1.77515 1.08597
C -1.41446 0.75028 1.43483
O -1.32805 0.14017 2.44167
O -2.29937 0.49870 0.43973
C -2.29542 1.68083 -0.42289
C -3.15082 2.72494 0.31294
C -4.49120 2.19092 0.84859
C -5.55454 3.28530 0.96483
S -6.54396 3.55097 -0.53466
C -2.94533 1.28745 -1.75377
C -3.40167 2.41945 -2.64549
F -2.08431 0.49475 -2.53567
H 2.30615 3.37571 -0.17635
H 1.57371 2.99744 1.40729
H 2.34664 4.55746 1.13331
H 0.66523 5.24838 -0.43162
H -1.38145 4.00515 -0.89125
H 0.05530 3.43658 -1.69450
H -0.46027 0.09013 -1.30802
H 0.41854 1.39310 -2.04323
H 2.15538 0.30371 -1.06567
H 1.75790 1.22886 0.36131
H 0.28065 -1.20161 0.16586
H 1.09337 -0.58901 1.43426
H -3.32611 3.59826 -0.31494
H -2.56474 3.08758 1.15659
H -4.86350 1.37059 0.22986
H -4.33437 1.76286 1.84086
H -6.22461 3.08666 1.80062
H -5.07920 4.25020 1.16000
H -6.82905 2.25858 -0.74111
H -3.78649 0.63579 -1.50399
H -4.15300 3.03742 -2.16013
H -3.85921 1.98717 -3.53583
H -2.55876 3.03903 -2.96114
C -0.15006 -4.19967 -2.00888
C -1.30081 -4.57611 -1.26352
C -2.13713 -3.48997 -1.23327
N -1.53773 -2.47672 -1.93178
C -0.32568 -2.90078 -2.40449
H 0.71956 -4.80197 -2.21468
H -1.48829 -5.52973 -0.79777
H -3.10226 -3.35378 -0.77510
H -1.92152 -1.55791 -2.07464
H 0.31427 -2.24007 -2.96592
C 4.09071 -4.77636 -4.05635
C 4.04353 -3.50185 -4.68235
C 2.76231 -3.31163 -5.12779
N 2.03406 -4.41852 -4.78958
C 2.83508 -5.31707 -4.14066
H 4.94522 -5.23452 -3.58743
H 4.85671 -2.80313 -4.78173
H 2.30731 -2.48255 -5.64268
H 1.05440 -4.54301 -4.97111
H 2.44394 -6.25479 -3.78438
C -0.95186 -7.26649 3.18296
C -2.24258 -6.74175 2.89919
C -2.06271 -5.58696 2.18413
N -0.71972 -5.39620 2.02424
C -0.03469 -6.41231 2.62895
H -0.72405 -8.16663 3.72903
H -3.19131 -7.16329 3.18678
H -2.77285 -4.88883 1.77504
H -0.30366 -4.62813 1.52740
H 1.04122 -6.44385 2.61314
C 0.00827 6.36887 7.55454
C -1.39564 6.14501 7.55765
C -1.79157 6.02444 6.25220
N -0.68320 6.16679 5.46387
C 0.41724 6.37649 6.24750
H 0.64371 6.50613 8.41338
H -2.03867 6.07833 8.41921
H -2.76253 5.84828 5.82173
H -0.67482 6.12376 4.46040
H 1.39253 6.50987 5.81187
C 7.32312 -1.90717 -1.05992
C 5.99468 -1.42487 -1.21816
C 5.84967 -1.05480 -2.52767
N 7.03647 -1.29461 -3.16592
C 7.93982 -1.81463 -2.27867
H 7.77149 -2.28245 -0.15528
H 5.23158 -1.36564 -0.45996
H 5.00298 -0.65427 -3.05815
H 7.21816 -1.11740 -4.13638
H 8.93747 -2.07481 -2.58806
```

Summary:
HOMO energy ... -8.0 eV
SMILES string ... C[C@H](I)C[C@@]1(CCN)OC(=O)O[C@]1(CCCS)[C@@H](C)F.c1cc[nH]c1.c1cc[nH]c1.c1cc[nH]c1.c1cc[nH]c1.c1cc[nH]c1
Charge ... 0
Spin multiplicity ... 1
Calculated total energy ... -2636.22636 Eh
LUMO ... 0.0442 eV
Gap between HOMO and LUMO ... 8.04 eV



This record from OMol25 describes C24H21Cl3CrNO4P2SSi as an isolated structure. The level of theory is ωB97M-V/def2-TZVPD.

XYZ file:
```
58
C24H21Cl3CrNO4P2SSi | OMol25 | ωB97M-V/def2-TZVPD
Cr -2.19205 -0.58428 -1.48162
N 0.56627 0.04160 0.27134
P 0.96382 -0.57606 -1.29247
C 2.63963 -1.26189 -1.02581
C 3.79626 -0.75023 -1.60898
C 5.02312 -1.36817 -1.40362
C 5.11004 -2.50460 -0.61677
C 3.95900 -3.03669 -0.04828
C 2.73583 -2.42709 -0.26363
C 1.28403 0.93633 -2.24923
C 0.73885 1.01837 -3.52526
C 0.87189 2.18145 -4.27032
C 1.54913 3.26842 -3.74412
C 2.09848 3.19699 -2.47015
C 1.96527 2.03582 -1.72851
P -1.05321 -0.23782 0.73772
C -1.53633 1.31370 1.53468
C -0.67267 1.98815 2.39557
C -1.07244 3.17142 2.99412
C -2.34147 3.67817 2.74356
C -3.20298 3.00708 1.89014
C -2.80114 1.82791 1.27794
C -0.90700 -1.35467 2.16599
C -2.05275 -1.62293 2.91091
C -1.99313 -2.46983 4.00262
C -0.78794 -3.06120 4.36014
C 0.35634 -2.79128 3.62772
C 0.29850 -1.93572 2.53509
H 0.85655 0.99762 0.44040
H 3.74107 0.13394 -2.22926
H 5.91273 -0.95570 -1.86367
H 6.06724 -2.98448 -0.45611
H 4.01218 -3.93792 0.54962
H 1.84014 -2.87405 0.15126
H 0.14660 0.19989 -3.91630
H 0.40433 2.24710 -5.24353
H 1.62939 4.18452 -4.31563
H 2.61738 4.05079 -2.05243
H 2.40142 1.99072 -0.73499
H 0.30697 1.58069 2.62216
H -0.39754 3.69601 3.65886
H -2.65237 4.60591 3.20770
H -4.18168 3.41293 1.67071
H -3.45155 1.35410 0.55095
H -2.99995 -1.17907 2.62941
H -2.89217 -2.67881 4.56801
H -0.74494 -3.73051 5.21025
H 1.30123 -3.24230 3.90498
H 1.19588 -1.70039 1.98109
O -2.70453 2.65434 -3.50240
S -2.82279 1.53098 -2.62285
O -4.06111 1.41273 -1.85421
O -2.60039 0.18417 -3.33223
O -1.67807 1.41329 -1.58817
Cl -2.44189 -4.71921 -2.17075
Si -3.24957 -2.92652 -1.39588
Cl -3.69882 -3.47625 0.61625
Cl -5.19905 -2.92748 -2.20203
```

Summary:
HOMO energy (alpha / beta) ... -5.6 / -5.8 eV
Charge ... -1
Spin multiplicity ... 5
Calculated total energy ... -5078.65604 Eh
LUMO (alpha / beta) ... 2.3957 / 2.3964 eV
⟨S²⟩ ... 6.03
Gap between HOMO and LUMO (alpha / beta) ... 7.96 / 8.15 eV



This record from OMol25 describes a 8-piece molecular cluster, C40H76Cl12N4O4 overall in a non-equilibrium geometry. The level of theory is ωB97M-V/def2-TZVPD.

XYZ file:
```
136
C40H76Cl12N4O4 | OMol25 | ωB97M-V/def2-TZVPD
C 4.81954 -2.28676 2.69622
C 4.82347 -3.77909 2.39820
C 4.98653 -4.41805 3.78230
C 4.74909 -5.88395 3.94902
C 3.35637 -6.25063 3.39996
C 3.12295 -5.65165 1.97713
N 3.48112 -4.23672 1.89210
O 3.03747 -3.63313 0.81420
C 3.81265 -6.53128 0.89760
C 1.57248 -5.78464 1.88059
C 5.98835 -4.18665 1.49306
H 5.80417 -1.91057 2.97372
H 4.17989 -2.12215 3.56191
H 4.50024 -1.73950 1.80882
H 5.99206 -4.26169 4.18451
H 4.31287 -4.00076 4.53793
H 4.86039 -6.21524 4.98395
H 5.53589 -6.48281 3.47454
H 2.62643 -5.81233 4.08251
H 3.32156 -7.33805 3.45604
H 3.87062 -5.97022 -0.03334
H 4.80450 -6.76454 1.28706
H 3.35526 -7.50582 0.73275
H 1.13910 -5.47619 0.92865
H 1.30132 -6.81187 2.11932
H 1.07506 -5.12918 2.59879
H 5.74359 -3.91225 0.46771
H 6.26873 -5.23826 1.53153
H 6.86284 -3.67434 1.89606
C 1.90855 0.76589 4.12750
C 0.56323 0.09920 3.72087
C 0.03764 -0.39620 5.08561
C -1.46286 -0.73231 5.14059
C -2.26518 0.47001 4.62270
C -1.78696 0.90134 3.20302
N -0.34131 1.08628 3.14103
O 0.10908 1.70998 2.09653
C -2.32380 -0.11775 2.18055
C -2.47820 2.25626 3.01446
C 0.91301 -1.12061 2.87295
H 1.84151 1.62500 4.79854
H 2.46242 1.08309 3.24404
H 2.51340 0.09308 4.73877
H 0.63121 -1.25915 5.38586
H 0.20004 0.39998 5.81704
H -1.75206 -0.97353 6.16275
H -1.69620 -1.54509 4.44816
H -2.15442 1.29849 5.32468
H -3.29105 0.10335 4.61473
H -2.44408 0.31421 1.18709
H -1.80810 -1.07199 2.25038
H -3.35289 -0.39969 2.42469
H -3.56125 2.17307 3.04981
H -2.02469 2.98997 3.68083
H -2.18256 2.61130 2.02288
H 1.57039 -1.77604 3.44269
H 1.52452 -0.79884 2.02618
H 0.04986 -1.65208 2.48025
C -6.33214 5.54047 -0.46384
C -4.83899 5.24649 -0.17858
C -4.42620 4.31384 -1.31870
C -2.92605 4.01119 -1.34013
C -2.24076 5.35241 -1.56764
C -2.58631 6.39800 -0.49649
N -4.05831 6.47456 -0.26187
O -4.47212 7.50963 0.39760
C -1.74694 6.12311 0.76595
C -2.15671 7.79502 -0.98920
C -4.73381 4.49030 1.17693
H -6.84854 4.59721 -0.62331
H -6.32000 6.15954 -1.36343
H -6.78741 6.16775 0.30095
H -4.95824 3.36274 -1.31380
H -4.67765 4.71611 -2.30540
H -2.71486 3.32200 -2.15811
H -2.67485 3.52457 -0.39607
H -2.44411 5.72317 -2.57626
H -1.15089 5.25534 -1.59101
H -0.71477 6.26910 0.44159
H -1.94462 6.83549 1.56592
H -1.80678 5.10675 1.15537
H -1.34500 7.67169 -1.70521
H -2.94075 8.32488 -1.53553
H -2.02078 8.47492 -0.15011
H -3.70389 4.16192 1.31840
H -5.39677 3.63448 1.29004
H -4.87757 5.15623 2.03046
C -0.73884 1.09697 -1.35008
C -0.22582 0.55196 -2.69299
C 1.27281 0.85489 -2.78429
C 2.14739 0.00598 -1.83505
C 1.94744 -1.49406 -2.13100
C 0.41152 -1.80289 -2.04877
N -0.39453 -0.88684 -2.87081
O -1.60473 -1.25838 -3.18353
C 0.33292 -3.20050 -2.68457
C 0.00164 -1.95750 -0.58211
C -0.97211 1.35071 -3.78165
H -0.03904 0.93472 -0.52999
H -1.67742 0.61881 -1.06227
H -0.85668 2.17738 -1.39872
H 1.65809 0.63876 -3.78553
H 1.52018 1.91536 -2.70132
H 1.89287 0.26477 -0.80540
H 3.18065 0.29209 -2.02584
H 2.49323 -2.16107 -1.46280
H 2.44503 -1.63574 -3.09458
H 1.12252 -3.77842 -2.20026
H -0.57544 -3.79662 -2.60346
H 0.58516 -3.10561 -3.74140
H -1.08628 -1.91697 -0.49880
H 0.43999 -2.88162 -0.21317
H 0.33470 -1.09770 0.00028
H -0.58581 1.07933 -4.76807
H -1.02343 2.43745 -3.72700
H -2.02846 1.08001 -3.82620
C -4.93035 0.19239 -2.54036
Cl -4.96845 1.73317 -3.46587
Cl -5.88123 -1.04411 -3.35238
Cl -5.55923 0.53688 -0.89813
H -3.88969 -0.11806 -2.50664
C -2.67743 -3.68690 -6.00011
Cl -3.54297 -5.22017 -6.02037
Cl -3.18240 -2.67470 -7.36092
Cl -0.92065 -3.97250 -6.07406
H -2.89734 -3.14190 -5.08813
C 5.67457 1.22859 -3.82671
Cl 6.87973 0.17859 -3.15396
Cl 4.31296 0.25466 -4.42115
Cl 6.36497 2.19974 -5.15332
H 5.32082 1.88709 -3.04112
C 0.91375 0.11167 -7.36061
Cl 0.85235 -0.69514 -8.95271
Cl 1.77082 1.67500 -7.41845
Cl 1.62044 -0.93825 -6.13541
H -0.09621 0.32080 -7.02676
```

Summary:
HOMO energy (alpha / beta) ... -8.0 / -9.4 eV
Charge ... 0
Spin multiplicity ... 5
Calculated total energy ... -7611.71313 Eh
LUMO (alpha / beta) ... 0.3344 / -0.1013 eV
⟨S²⟩ ... 6.02
Gap between HOMO and LUMO (alpha / beta) ... 8.35 / 9.29 eV



> Which formula does entry 1 have?

C33H48FIN6O3S